DFT (wB97M-V/def2-TZVPD) results for a molecular structure, C44H46GeN10O3PS2Ti.

Frontier orbital gap (spin up / spin down) in eV: 3.96 / 3.70
LUMO (spin up / spin down) in eV: 1.7 / 1.7
HOMO energy (spin up / spin down) in eV: -2.25 / -1.98
Spin multiplicity: 1
Energy relative to the best compared isomer or geometry (same formula, charge and spin) in kJ/mol: 0.00
Total charge: -1

Positions of all 108 atoms, in Å:
Ti1 0.64 0.85 0.35
C1 -1.37 -0.95 5.42
N1 -0.65 -1.03 4.16
C2 0.23 -2.03 3.82
C3 0.73 -1.70 2.59
N2 0.16 -0.53 2.18
C4 -0.65 -0.14 3.14
P1 -1.53 1.46 3.15
C5 -2.26 1.30 1.49
N3 -1.61 0.70 0.51
C6 -2.52 0.39 -0.45
C7 -3.75 0.81 -0.04
N4 -3.58 1.37 1.20
C8 -4.61 2.03 1.99
C9 0.00 2.45 2.93
N5 1.01 2.01 2.21
C10 2.14 2.61 2.67
C11 1.79 3.47 3.68
N6 0.44 3.35 3.85
C12 -0.37 4.16 4.74
H1 -1.13 -1.83 6.01
H2 -2.45 -0.93 5.24
H3 -1.08 -0.06 5.98
H4 0.41 -2.87 4.46
H5 1.42 -2.22 1.95
H6 -2.21 -0.10 -1.37
H7 -4.72 0.76 -0.50
H8 -5.58 1.76 1.57
H9 -4.49 3.11 1.94
H10 -4.57 1.70 3.02
H11 3.09 2.40 2.21
H12 2.38 4.17 4.26
H13 -0.35 5.20 4.42
H14 0.01 4.09 5.76
H15 -1.39 3.80 4.71
C13 2.29 -4.53 -0.19
N7 1.74 -3.94 -1.38
C14 2.60 -3.66 -2.53
C15 1.70 -2.82 -3.44
N8 0.45 -2.76 -2.69
C16 0.56 -3.30 -1.47
S1 -0.62 -3.20 -0.27
H16 2.76 -5.49 -0.43
H17 1.48 -4.69 0.52
H18 3.03 -3.87 0.26
H19 2.93 -4.59 -3.00
H20 3.48 -3.09 -2.21
H21 1.55 -3.28 -4.42
H22 2.11 -1.82 -3.57
H23 -0.17 -1.97 -2.83
O1 -0.40 -0.23 -3.52
C17 0.31 0.48 -2.80
O2 0.36 0.34 -1.52
C18 1.10 1.60 -3.44
C19 2.36 2.08 -2.72
Ge1 4.08 1.50 -3.44
C20 4.77 3.00 -4.55
C21 4.19 4.27 -4.60
C22 4.74 5.29 -5.37
C23 5.89 5.06 -6.11
C24 6.49 3.81 -6.07
C25 5.93 2.80 -5.30
C26 4.12 0.04 -4.74
C27 4.56 -1.25 -4.44
C28 4.57 -2.25 -5.41
C29 4.12 -1.98 -6.69
C30 3.67 -0.71 -7.01
C31 3.68 0.29 -6.04
C32 5.43 1.36 -2.04
C33 6.58 0.59 -2.18
C34 7.53 0.53 -1.16
C35 7.33 1.24 0.01
C36 6.19 2.01 0.17
C37 5.24 2.06 -0.85
H24 0.39 2.43 -3.51
H25 1.28 1.29 -4.47
H26 2.35 1.75 -1.68
H27 2.37 3.17 -2.70
H28 3.29 4.48 -4.04
H29 4.27 6.26 -5.40
H30 6.33 5.85 -6.71
H31 7.39 3.61 -6.64
H32 6.41 1.82 -5.30
H33 4.86 -1.48 -3.43
H34 4.93 -3.24 -5.15
H35 4.11 -2.76 -7.45
H36 3.31 -0.49 -8.01
H37 3.35 1.29 -6.32
H38 6.75 0.03 -3.09
H39 8.42 -0.07 -1.29
H40 8.07 1.19 0.81
H41 6.02 2.56 1.09
H42 4.34 2.64 -0.70
N9 -1.40 8.09 -1.29
C38 -1.03 7.01 -1.12
C39 -0.59 5.67 -0.89
C40 0.60 5.42 -0.21
C41 0.98 4.11 0.05
C42 0.23 2.98 -0.32
C43 -0.92 3.29 -1.06
C44 -1.34 4.58 -1.34
H43 1.22 6.25 0.11
H44 1.92 3.97 0.57
H45 -1.54 2.49 -1.46
H46 -2.25 4.76 -1.90
O3 3.37 -0.54 -1.89
S2 3.37 -0.71 -0.37
N10 2.43 0.29 0.37

Atom charges from the Löwdin analysis, given in e for atoms 1 to 6: atom 1 (Ti): 0.7551, atom 2 (C): -0.0400, atom 3 (N): -0.1304, atom 4 (C): -0.0465, atom 5 (C): -0.1210, atom 6 (N): 0.0060



DFT (wB97M-V/def2-TZVPD) results for a molecular structure, C44H46IN3OP2RuS.

Frontier orbital gap (spin up / spin down) in eV: 8.09 / 5.17
LUMO (spin up / spin down) in eV: -7.6 / -10.5
HOMO energy (spin up / spin down) in eV: -15.67 / -15.65
Spin multiplicity: 6
Total charge: +3
Expectation value of S²: 8.785

Positions of all 99 atoms, in Å:
Ru1 -1.04 0.94 0.50
C1 -4.92 2.37 -0.81
C2 -3.98 1.92 0.25
C3 -3.20 2.86 0.93
C4 -2.46 2.53 2.08
C5 -1.79 3.60 2.89
C6 -2.50 1.19 2.53
C7 -3.24 0.21 1.84
C8 -3.39 -1.17 2.41
C9 -3.97 0.59 0.70
H1 -4.43 3.03 -1.53
H2 -5.73 2.94 -0.35
H3 -5.37 1.53 -1.34
H4 -3.25 3.90 0.63
H5 -0.87 3.93 2.41
H6 -1.56 3.24 3.89
H7 -2.44 4.47 2.97
H8 -2.09 0.95 3.51
H9 -2.46 -1.73 2.32
H10 -4.18 -1.71 1.90
H11 -3.64 -1.11 3.46
H12 -4.62 -0.13 0.23
N1 2.09 0.95 0.00
P1 1.34 1.60 1.38
C10 2.83 1.97 2.37
C11 3.26 3.28 2.55
C12 4.43 3.52 3.24
C13 5.16 2.47 3.76
C14 4.73 1.16 3.59
C15 3.56 0.90 2.89
C16 0.71 0.08 2.24
C17 0.47 0.18 3.61
C18 0.06 -0.93 4.33
C19 -0.14 -2.14 3.69
C20 0.09 -2.25 2.32
C21 0.51 -1.15 1.59
P2 1.16 0.42 -1.31
C22 2.16 -1.01 -1.85
C23 3.15 -1.55 -1.01
C24 4.06 -2.45 -1.52
C25 3.97 -2.88 -2.84
C26 2.93 -2.43 -3.64
C27 2.03 -1.50 -3.15
C28 1.58 1.55 -2.70
C29 0.84 1.47 -3.87
C30 1.27 2.10 -5.02
C31 2.45 2.84 -5.00
C32 3.16 2.97 -3.82
C33 2.73 2.33 -2.66
H13 3.09 1.10 -0.11
H14 2.68 4.10 2.15
H15 4.77 4.54 3.38
H16 6.07 2.66 4.31
H17 5.29 0.33 3.99
H18 3.21 -0.11 2.76
H19 0.65 1.12 4.11
H20 -0.08 -0.86 5.40
H21 -0.46 -3.01 4.25
H22 -0.03 -3.21 1.83
H23 0.80 -1.29 0.55
H24 3.23 -1.23 0.02
H25 4.86 -2.80 -0.89
H26 4.71 -3.57 -3.23
H27 2.82 -2.79 -4.65
H28 1.25 -1.12 -3.79
H29 -0.07 0.89 -3.89
H30 0.71 2.01 -5.93
H31 2.80 3.31 -5.90
H32 4.06 3.56 -3.80
H33 3.32 2.43 -1.76
I1 -1.60 6.28 -3.17
C34 -1.46 4.32 -2.45
C35 -2.07 3.19 -2.97
N2 -1.73 2.17 -2.16
N3 -0.93 2.58 -1.17
C36 -0.75 3.88 -1.33
H34 -2.70 3.07 -3.83
H35 -1.99 1.19 -2.21
H36 -0.13 4.46 -0.67
C37 -0.87 -6.75 1.47
C38 -0.99 -5.50 0.68
C39 -2.10 -4.66 0.80
C40 -2.22 -3.53 0.02
C41 -1.21 -3.21 -0.88
C42 -0.06 -3.99 -0.97
C43 0.03 -5.13 -0.20
S1 -1.33 -1.79 -1.98
C44 -2.86 -2.27 -2.84
O1 -1.81 -0.63 -1.11
H37 -1.51 -6.75 2.35
H38 0.17 -6.91 1.76
H39 -1.16 -7.60 0.85
H40 -2.89 -4.90 1.50
H41 -3.08 -2.89 0.09
H42 0.73 -3.71 -1.64
H43 0.91 -5.75 -0.28
H44 -3.68 -2.34 -2.13
H45 -2.71 -3.23 -3.32
H46 -3.07 -1.50 -3.58

Atom charges from the Löwdin analysis, given in e for atoms 1 to 6: atom 1 (Ru): 1.2907, atom 2 (C): -0.0051, atom 3 (C): -0.2494, atom 4 (C): -0.0096, atom 5 (C): -0.3052, atom 6 (C): -0.0197



DFT (wB97M-V/def2-TZVPD) results for a molecular structure, C44H46N3P2RuSi2Te.

Frontier orbital gap (spin up / spin down) in eV: 4.57 / 5.97
LUMO (spin up / spin down) in eV: 0.3 / -1.3
HOMO energy (spin up / spin down) in eV: -4.24 / -7.28
Spin multiplicity: 6
Energy relative to the best compared isomer or geometry (same formula, charge and spin) in kJ/mol: 0.00
Expectation value of S²: 8.775

Positions of all 99 atoms, in Å:
Ru1 -0.10 0.10 0.58
Te1 -5.04 -0.94 -0.03
C1 -5.65 -1.30 1.95
C2 -5.43 -2.55 2.53
C3 -5.90 -2.79 3.82
N1 -6.55 -1.89 4.55
C4 -6.76 -0.70 3.99
C5 -6.35 -0.36 2.71
C6 -2.93 -1.23 0.68
P1 -1.68 -1.37 -0.58
C7 -2.45 -1.16 -2.22
C8 -2.40 0.11 -2.79
C9 -2.93 0.34 -4.05
C10 -3.50 -0.71 -4.76
C11 -3.54 -1.98 -4.20
C12 -3.01 -2.21 -2.94
C13 -1.19 -3.12 -0.44
C14 -2.16 -4.09 -0.19
C15 -1.78 -5.40 0.05
C16 -0.44 -5.75 0.06
C17 0.53 -4.79 -0.17
C18 0.16 -3.47 -0.42
P2 -1.86 -0.68 2.03
C19 -1.20 -2.05 3.04
C20 0.18 -2.16 3.17
C21 0.74 -3.25 3.83
C22 -0.08 -4.24 4.35
C23 -1.46 -4.14 4.21
C24 -2.02 -3.06 3.56
C25 -2.90 0.31 3.16
C26 -3.07 0.04 4.51
C27 -3.85 0.87 5.30
C28 -4.44 2.00 4.75
C29 -4.27 2.28 3.40
C30 -3.50 1.45 2.61
H1 -4.91 -3.33 1.99
H2 -5.74 -3.76 4.28
H3 -7.29 0.03 4.60
H4 -6.56 0.62 2.32
H5 -1.94 0.92 -2.24
H6 -2.89 1.33 -4.48
H7 -3.91 -0.53 -5.74
H8 -3.98 -2.80 -4.76
H9 -3.04 -3.21 -2.52
H10 -3.21 -3.81 -0.16
H11 -2.54 -6.15 0.24
H12 -0.15 -6.77 0.26
H13 1.58 -5.05 -0.16
H14 0.91 -2.72 -0.62
H15 0.82 -1.39 2.77
H16 1.81 -3.32 3.95
H17 0.35 -5.09 4.86
H18 -2.10 -4.92 4.60
H19 -3.10 -2.98 3.44
H20 -2.61 -0.84 4.95
H21 -3.99 0.63 6.34
H22 -5.04 2.65 5.37
H23 -4.75 3.15 2.96
H24 -3.39 1.66 1.55
C31 3.21 -0.84 -0.41
Si1 2.19 0.71 -0.09
C32 1.80 1.50 -1.76
C33 3.15 1.93 0.94
C34 4.47 2.34 0.74
C35 5.02 3.33 1.54
C36 4.26 3.92 2.55
C37 2.95 3.51 2.76
C38 2.38 2.52 1.96
Si2 0.64 1.84 2.13
C39 0.39 1.51 3.97
C40 -0.62 3.13 1.52
H25 4.19 -0.56 -0.82
H26 2.72 -1.49 -1.13
H27 3.39 -1.40 0.51
H28 2.70 1.52 -2.38
H29 1.47 2.53 -1.62
H30 1.02 0.96 -2.31
H31 5.07 1.89 -0.04
H32 6.05 3.64 1.38
H33 4.70 4.69 3.17
H34 2.37 3.98 3.55
H35 0.27 2.46 4.50
H36 1.28 1.01 4.38
H37 -0.48 0.90 4.19
H38 -1.29 3.43 2.32
H39 -1.24 2.76 0.69
H40 -0.07 4.00 1.14
C41 2.76 -1.88 -6.06
N2 1.79 -2.07 -5.01
C42 0.95 -3.15 -4.85
C43 0.23 -2.89 -3.72
N3 0.61 -1.69 -3.17
C44 1.55 -1.24 -3.97
H41 2.28 -1.94 -7.04
H42 3.56 -2.62 -6.00
H43 3.20 -0.89 -5.95
H44 0.94 -3.97 -5.55
H45 -0.53 -3.50 -3.27
H46 2.07 -0.30 -3.85

Atom charges from the Löwdin analysis, given in e for atoms 1 to 6: atom 1 (Ru): 0.6130, atom 2 (Te): 1.0864, atom 3 (C): -0.6018, atom 4 (C): -0.1638, atom 5 (C): -0.1721, atom 6 (N): 0.0539



DFT (wB97M-V/def2-TZVPD) results for a molecular structure, C44H47BaN6PS.

Frontier orbital gap in eV: 4.27
LUMO in eV: -0.8
HOMO energy in eV: -5.04
Spin multiplicity: 1
Energy relative to the best compared isomer or geometry (same formula, charge and spin) in kJ/mol: 0.00

Positions of all 100 atoms, in Å:
Ba1 0.00 -0.40 1.51
C1 -0.99 -1.30 6.18
C2 -1.07 -0.79 4.76
N1 -0.12 -0.26 4.11
N2 1.13 -0.21 4.68
C3 2.16 0.44 4.07
N3 3.34 0.33 4.72
S1 2.05 1.41 2.71
C4 -2.41 -0.89 4.06
C5 -3.51 -1.37 4.74
C6 -4.75 -1.37 4.10
C7 -4.84 -0.88 2.82
C8 -3.67 -0.44 2.20
N4 -2.48 -0.47 2.79
H1 -0.02 -1.16 6.64
H2 -1.24 -2.36 6.22
H3 -1.72 -0.76 6.79
H4 1.34 -0.78 5.48
H5 3.51 -0.46 5.33
H6 4.13 0.68 4.21
H7 -3.43 -1.74 5.75
H8 -5.62 -1.75 4.61
H9 -5.78 -0.84 2.29
H10 -3.70 -0.06 1.18
C9 5.38 -2.13 -1.00
C10 4.30 -1.05 -1.07
C11 3.20 -1.36 -2.07
C12 3.46 -1.22 -3.42
C13 2.49 -1.45 -4.38
C14 1.22 -1.83 -3.98
C15 0.91 -1.99 -2.63
C16 -0.46 -2.46 -2.22
C17 -0.58 -3.98 -2.25
C18 1.91 -1.78 -1.68
N5 1.59 -1.94 -0.29
C19 2.21 -2.88 0.33
C20 2.00 -3.22 1.72
C21 2.64 -4.24 2.42
C22 2.07 -4.25 3.70
C23 1.11 -3.23 3.69
N6 1.06 -2.58 2.50
H11 6.20 -1.82 -0.35
H12 5.80 -2.33 -1.99
H13 4.99 -3.07 -0.61
H14 4.76 -0.11 -1.38
H15 3.88 -0.88 -0.08
H16 4.45 -0.89 -3.73
H17 2.71 -1.31 -5.43
H18 0.44 -1.99 -4.71
H19 -1.20 -2.00 -2.88
H20 -0.67 -2.11 -1.21
H21 -0.40 -4.36 -3.26
H22 -1.58 -4.31 -1.94
H23 0.15 -4.44 -1.58
H24 2.92 -3.51 -0.21
H25 3.41 -4.88 2.04
H26 2.30 -4.91 4.52
H27 0.43 -2.97 4.50
C24 2.28 2.02 -1.49
C25 1.50 1.89 -2.77
C26 2.16 2.00 -3.99
C27 1.48 1.85 -5.20
C28 0.13 1.57 -5.19
C29 -0.55 1.47 -3.98
C30 0.11 1.66 -2.77
P1 -0.75 1.59 -1.14
C31 -2.50 1.23 -1.63
C32 -2.93 -0.07 -1.38
C33 -4.22 -0.51 -1.66
C34 -5.12 0.40 -2.20
C35 -4.72 1.70 -2.45
C36 -3.42 2.14 -2.18
C37 -3.08 3.58 -2.48
C38 -0.67 3.26 -0.49
C39 -0.09 4.33 -1.18
C40 0.15 5.54 -0.58
C41 -0.20 5.68 0.79
C42 -0.79 4.66 1.48
C43 -1.11 3.39 0.87
C44 -1.80 2.40 1.58
H28 3.35 2.05 -1.70
H29 2.09 1.17 -0.83
H30 2.01 2.93 -0.94
H31 3.22 2.19 -3.99
H32 2.02 1.95 -6.13
H33 -0.41 1.43 -6.12
H34 -1.61 1.26 -3.99
H35 -2.22 -0.78 -0.96
H36 -4.51 -1.53 -1.46
H37 -6.13 0.09 -2.43
H38 -5.42 2.40 -2.88
H39 -3.86 4.03 -3.10
H40 -2.13 3.68 -3.01
H41 -2.99 4.16 -1.56
H42 0.20 4.20 -2.22
H43 0.61 6.36 -1.12
H44 0.00 6.61 1.30
H45 -1.06 4.79 2.52
H46 -2.28 1.57 1.06
H47 -2.11 2.58 2.60

Atom charges from the Löwdin analysis, given in e for atoms 1 to 6: atom 1 (Ba): 1.5917, atom 2 (C): -0.0176, atom 3 (C): -0.2661, atom 4 (N): -0.0831, atom 5 (N): -0.0163, atom 6 (C): -0.8772



no.,DFT total energy (Ha)
1,-6541.820203
2,-3416.280403
3,-3493.014481
4,-2798.482484